Entry 1:
21
Properties=species:S:1:pos:R:3:lowdin_charge:R:1 method="wB97M-V/def2-TZVPD" e_tot_ha=-709.38338 relative_energy_kj_mol=216.06 homo_ev=-8.27 smiles=CCCSC.O.O
C -2.286 -0.834 -0.848 -0.10
C -0.763 -0.799 -1.074 -0.34
C 0.163 -0.388 0.048 -0.60
S 0.110 1.290 0.690 0.77
C 1.835 1.190 1.525 -0.35
H -2.468 -1.796 -0.567 0.02
H -2.512 -0.505 -1.882 0.08
H -2.720 -0.028 -0.213 0.09
H -0.354 -1.895 -1.378 0.15
H -0.573 0.009 -1.903 0.12
H -0.048 -1.199 0.812 0.09
H 1.253 -0.438 -0.074 0.05
H 1.568 0.811 2.508 0.02
H 2.043 2.284 1.601 0.02
H 2.693 0.718 1.066 0.03
O 1.369 2.807 -2.170 -0.11
H 2.055 2.785 -1.444 0.05
H 1.760 3.227 -2.955 0.03
O -0.828 -4.172 1.333 -0.08
H -1.224 -4.984 1.650 0.03
H -1.255 -3.729 0.543 0.05

Entry 2:
12
Properties=species:S:1:pos:R:3:lowdin_charge:R:1 method="wB97M-V/def2-TZVPD" e_tot_ha=-408.43243 relative_energy_kj_mol=286.92 homo_ev="-7.88 / -7.88" smiles="C=C=[SiH2].C"
C -2.151 0.846 1.317 -0.15
C -1.681 0.360 0.195 -0.36
Si -1.383 -1.192 -0.613 0.70
H -2.282 1.885 1.365 0.02
H -2.156 0.261 2.198 0.04
H -0.371 -2.237 -0.400 -0.12
H -2.176 -1.306 -1.849 -0.11
C 2.429 0.268 -0.427 -0.05
H 3.064 0.903 0.169 0.01
H 2.378 0.729 -1.468 0.05
H 1.485 0.242 0.015 -0.05
H 2.845 -0.760 -0.504 0.03

Entry 3:
20
Properties=species:S:1:pos:R:3:lowdin_charge:R:1 method="wB97M-V/def2-TZVPD" charge=+1 e_tot_ha=-604.51116 relative_energy_kj_mol=441.25 homo_ev="-13.20 / -13.20" smiles="C=[N+](C)N(C)[C@@H](C)I"
C -0.157 -2.089 0.828 0.10
N 0.415 -1.187 0.102 -0.22
C 1.565 -1.665 -0.573 -0.02
N 0.232 0.095 -0.059 -0.07
C 1.085 1.022 -0.655 -0.07
C -1.436 0.673 0.435 -0.58
C -1.608 2.105 0.077 -0.18
I -3.124 -0.555 -0.194 0.89
H -0.915 -1.860 1.527 0.06
H 0.116 -3.113 0.625 0.11
H 2.564 -1.535 -0.025 0.16
H 1.605 -1.142 -1.525 0.10
H 1.458 -2.752 -0.828 0.13
H 1.039 0.934 -1.817 0.14
H 0.852 2.046 -0.576 0.08
H 2.059 0.718 -0.397 0.08
H -1.451 0.637 1.450 0.02
H -0.910 2.783 0.699 0.13
H -2.671 2.422 0.179 0.10
H -1.137 2.229 -0.855 0.05

Entry 4:
17
Properties=species:S:1:pos:R:3:lowdin_charge:R:1 method="wB97M-V/def2-TZVPD" e_tot_ha=-309.70028 relative_energy_kj_mol=373.07 homo_ev=-8.32
C 0.661 -0.061 -0.377 -0.12
C -0.563 -0.625 -0.264 -0.08
C -0.231 0.524 0.578 -0.18
C 2.001 -0.128 -0.989 -0.02
C -1.508 -1.727 -0.643 -0.02
C -0.621 1.796 1.155 -0.08
O 0.098 -0.245 2.367 -0.25
H 2.719 -0.027 -0.170 0.09
H 2.146 0.681 -1.692 0.08
H 2.129 -1.171 -1.383 0.10
H -2.462 -1.337 -1.212 0.13
H -1.951 -2.165 0.219 0.06
H -0.899 -2.425 -1.159 0.06
H 0.083 2.309 1.753 0.06
H -1.525 1.706 1.897 0.13
H -0.791 2.564 0.410 0.07
H -0.661 -0.789 2.456 -0.06

Entry 5:
9
Properties=species:S:1:pos:R:3:lowdin_charge:R:1 method="wB97M-V/def2-TZVPD" e_tot_ha=-1496.46091 relative_energy_kj_mol=533.88 homo_ev="-8.67 / -9.29"
C -0.223 0.564 -0.927 0.01
C 0.974 -0.228 -2.581 -1.06
C -0.097 -0.277 0.261 -0.71
Cl 1.625 0.637 -3.837 0.60
Cl 2.173 -1.232 -1.879 0.56
Cl -1.520 -1.279 0.768 0.50
H -1.257 0.640 -1.075 0.01
H 0.218 0.203 1.205 0.08
H 0.769 -0.982 0.041 0.02

Entry 6:
124
Properties=species:S:1:pos:R:3:lowdin_charge:R:1 method="wB97M-V/def2-TZVPD" e_tot_ha=-4814.02076 homo_ev=-8.50 smiles=COCCNCCOC.COCCNCCOC.COCCNCCOC.COCCNCCOC.COCCNCCOC.BBr
C 2.679 -2.363 -4.486 -0.11
O 2.574 -0.995 -4.166 -0.19
C 1.259 -0.454 -4.198 -0.21
C 0.708 -0.196 -2.818 -0.21
N 0.417 -1.427 -2.101 -0.04
C 0.096 -1.266 -0.689 -0.19
C 1.077 -0.540 0.215 -0.22
O 2.255 -1.257 0.514 -0.20
C 3.285 -1.236 -0.450 -0.09
H 3.732 -2.570 -4.671 0.09
H 2.337 -3.019 -3.676 0.08
H 2.108 -2.607 -5.387 0.09
H 0.593 -1.113 -4.768 0.13
H 1.320 0.506 -4.715 0.10
H -0.222 0.375 -2.929 0.11
H 1.423 0.455 -2.297 0.11
H 1.185 -2.076 -2.214 0.07
H -0.048 -2.267 -0.275 0.13
H -0.872 -0.756 -0.617 0.10
H 0.574 -0.413 1.175 0.10
H 1.322 0.465 -0.156 0.12
H 3.384 -0.253 -0.920 0.09
H 3.151 -1.993 -1.230 0.08
H 4.206 -1.462 0.088 0.08
C -2.325 -2.170 1.885 -0.10
O -1.571 -1.089 2.391 -0.19
C -2.030 0.202 2.005 -0.21
C -2.763 0.915 3.117 -0.21
N -4.054 0.312 3.393 -0.05
C -4.745 0.802 4.578 -0.20
C -4.042 0.740 5.928 -0.23
O -3.894 -0.558 6.466 -0.18
C -2.806 -1.305 5.961 -0.10
H -1.729 -3.074 2.003 0.09
H -3.267 -2.299 2.432 0.08
H -2.557 -2.030 0.824 0.07
H -2.647 0.138 1.102 0.10
H -1.139 0.792 1.764 0.12
H -2.923 1.953 2.800 0.13
H -2.096 0.943 3.990 0.10
H -3.961 -0.693 3.441 0.07
H -5.678 0.241 4.668 0.12
H -5.022 1.848 4.402 0.12
H -4.672 1.282 6.637 0.12
H -3.068 1.247 5.907 0.11
H -1.925 -0.672 5.808 0.08
H -3.040 -1.808 5.016 0.07
H -2.566 -2.065 6.703 0.09
C -3.195 -0.778 -2.161 -0.11
O -3.198 0.266 -1.209 -0.23
C -3.214 1.585 -1.732 -0.21
C -4.510 2.285 -1.408 -0.22
N -5.629 1.675 -2.099 -0.05
C -6.951 2.116 -1.677 -0.20
C -7.337 2.006 -0.207 -0.23
O -7.541 0.688 0.260 -0.18
C -6.370 -0.016 0.627 -0.10
H -2.932 -1.687 -1.619 0.08
H -4.164 -0.935 -2.650 0.09
H -2.437 -0.610 -2.931 0.08
H -3.039 1.562 -2.813 0.12
H -2.396 2.142 -1.263 0.12
H -4.422 3.332 -1.719 0.13
H -4.619 2.279 -0.314 0.10
H -5.566 0.668 -2.022 0.08
H -7.684 1.546 -2.252 0.12
H -7.070 3.167 -1.967 0.12
H -8.300 2.511 -0.096 0.12
H -6.623 2.525 0.446 0.11
H -5.657 0.631 1.148 0.07
H -5.865 -0.473 -0.231 0.07
H -6.676 -0.811 1.306 0.09
C 6.064 -4.464 7.779 -0.12
O 5.749 -3.099 7.624 -0.19
C 5.773 -2.611 6.290 -0.21
C 4.390 -2.340 5.756 -0.22
N 3.641 -3.564 5.535 -0.05
C 2.237 -3.397 5.188 -0.19
C 1.324 -2.607 6.115 -0.23
O 1.004 -3.252 7.332 -0.18
C 1.993 -3.171 8.338 -0.10
H 6.255 -4.632 8.837 0.09
H 5.248 -5.128 7.465 0.08
H 6.960 -4.733 7.211 0.09
H 6.303 -3.316 5.640 0.12
H 6.329 -1.669 6.298 0.12
H 4.493 -1.822 4.797 0.08
H 3.897 -1.642 6.449 0.11
H 3.734 -4.174 6.336 0.07
H 1.805 -4.394 5.075 0.12
H 2.187 -2.920 4.202 0.11
H 0.373 -2.480 5.592 0.11
H 1.718 -1.602 6.320 0.11
H 2.471 -2.186 8.350 0.09
H 2.772 -3.932 8.228 0.07
H 1.492 -3.330 9.292 0.09
C 2.621 1.830 -10.281 -0.12
O 3.484 2.824 -9.777 -0.19
C 2.997 4.156 -9.847 -0.22
C 2.621 4.697 -8.489 -0.22
N 1.445 4.035 -7.955 -0.05
C 1.118 4.334 -6.569 -0.20
C 2.159 4.077 -5.488 -0.22
O 2.397 2.714 -5.199 -0.20
C 3.225 2.026 -6.117 -0.10
H 3.211 0.922 -10.399 0.09
H 1.782 1.611 -9.608 0.08
H 2.212 2.114 -11.256 0.09
H 2.142 4.209 -10.530 0.12
H 3.800 4.775 -10.254 0.12
H 2.403 5.765 -8.601 0.13
H 3.505 4.613 -7.841 0.11
H 1.526 3.036 -8.083 0.07
H 0.227 3.757 -6.309 0.12
H 0.837 5.392 -6.507 0.12
H 1.769 4.508 -4.562 0.12
H 3.110 4.583 -5.703 0.11
H 4.041 2.656 -6.482 0.09
H 2.660 1.651 -6.978 0.08
H 3.643 1.167 -5.592 0.08
B 3.354 0.543 3.143 -0.56
Br 5.231 0.486 2.927 0.66
H 2.891 1.549 3.553 -0.03
H 2.744 -0.429 2.881 -0.04

Entry 7:
22
Properties=species:S:1:pos:R:3:lowdin_charge:R:1 method="wB97M-V/def2-TZVPD" e_tot_ha=-1250.64331 relative_energy_kj_mol=265.79 homo_ev=-8.13
C 0.255 -1.355 1.299 -0.28
C 0.453 -1.454 -1.179 -0.15
C -1.429 -0.610 0.087 -0.24
C -1.352 2.346 0.825 -0.24
C -0.084 0.984 -1.197 -0.30
N -0.309 -1.610 0.038 -0.16
N 0.771 0.039 1.298 -0.22
N 0.935 -0.005 -1.414 -0.20
O 2.083 1.614 0.113 -0.30
O 3.025 -0.737 -0.035 -0.24
P -0.503 0.883 0.630 0.75
S 1.977 0.210 -0.138 0.66
H -0.591 -1.353 2.023 0.13
H 1.015 -2.021 1.622 0.12
H 1.310 -2.168 -1.114 0.14
H -0.109 -1.766 -2.005 0.11
H -1.909 -0.460 -0.861 0.07
H -2.336 -0.900 0.801 0.14
H -2.010 2.477 1.737 0.00
H -0.537 3.049 0.689 -0.03
H 0.347 2.050 -1.447 0.14
H -1.001 0.786 -1.772 0.10

Entry 8:
55
Properties=species:S:1:pos:R:3:lowdin_charge:R:1 method="wB97M-V/def2-TZVPD" charge=-1 e_tot_ha=-1705.73444 homo_ev=-5.04
C 3.197 3.707 -2.808 -0.06
C 2.749 2.256 -2.877 -0.44
O 1.619 2.171 -3.739 -0.07
C 2.359 1.652 -1.521 -0.36
O 1.649 0.488 -1.759 -0.41
In 0.902 -0.588 -0.122 0.53
C -0.855 -1.511 -1.051 -0.32
C -1.435 -0.597 -2.146 -0.30
C -2.748 0.111 -1.759 -0.20
C -2.798 1.595 -2.138 -0.22
N -2.375 2.436 -1.013 0.03
C -2.648 3.805 -1.066 -0.59
N -3.265 4.501 -0.185 0.08
N -2.084 4.439 -2.164 0.12
H 3.523 3.972 -1.798 0.07
H 2.352 4.347 -3.069 0.08
H 4.016 3.926 -3.496 0.06
H 3.559 1.631 -3.286 0.13
H 1.273 1.289 -3.526 0.06
H 1.785 2.412 -0.957 0.11
H 3.297 1.477 -0.958 0.11
H 2.160 -1.633 0.532 -0.09
H 0.435 0.644 1.074 -0.10
H -0.617 -2.498 -1.457 0.02
H -1.588 -1.676 -0.254 0.01
H -0.719 0.184 -2.428 0.06
H -1.608 -1.172 -3.064 0.10
H -3.608 -0.385 -2.219 0.10
H -2.894 0.018 -0.677 0.10
H -3.802 1.880 -2.483 0.11
H -2.106 1.754 -2.970 0.10
H -2.706 2.052 -0.138 0.11
H -3.633 3.896 0.544 0.02
H -2.631 5.191 -2.547 0.08
H -1.694 3.834 -2.867 0.08
C -2.870 -4.744 3.038 -0.06
C -2.433 -5.164 1.644 -0.32
O -1.543 -4.142 1.281 0.14
C -1.059 -3.548 2.405 -0.52
O -0.158 -2.786 2.438 0.16
O -1.758 -3.980 3.490 0.07
F -3.474 -5.195 0.775 0.07
H -3.751 -4.103 2.956 0.14
H -3.054 -5.567 3.722 0.14
H -1.918 -6.126 1.590 0.17
C 2.476 -1.577 3.793 -0.06
C 2.948 -0.138 3.848 -0.30
O 4.355 -0.272 3.846 0.12
C 4.677 -1.485 3.312 -0.56
O 5.785 -1.820 3.045 0.16
O 3.572 -2.232 3.151 0.06
F 2.570 0.487 4.999 0.06
H 2.386 -1.975 4.808 0.14
H 1.549 -1.712 3.251 0.09
H 2.637 0.472 2.999 0.15

Entry 9:
36
Properties=species:S:1:pos:R:3:lowdin_charge:R:1 method="wB97M-V/def2-TZVPD" charge=+1 e_tot_ha=-1935.13711 relative_energy_kj_mol=0.00 homo_ev=-13.70
O -0.890 0.556 0.469 -0.30
V 0.307 -0.516 0.388 0.99
O 1.101 0.138 -0.837 -0.26
O 1.489 0.687 1.679 -0.06
H 1.764 0.827 2.622 0.14
H 1.756 1.506 1.211 0.12
O -2.728 0.327 2.662 0.01
H -3.315 -0.366 3.012 0.12
H -2.532 0.993 3.266 0.07
O -3.891 1.422 0.432 -0.04
H -3.262 2.088 0.136 0.06
H -3.580 0.999 1.243 0.00
O 3.780 -1.191 -1.353 -0.03
H 3.316 -1.009 -2.165 -0.01
H 4.712 -1.115 -1.566 0.07
O -0.611 -1.312 2.180 -0.08
H -1.413 -0.710 2.286 0.05
H -0.349 -1.481 3.104 0.11
O 2.176 1.713 -2.335 -0.04
H 1.650 1.203 -1.711 -0.07
H 1.505 2.079 -2.883 0.04
O -3.093 -0.929 -0.739 -0.05
H -3.348 -0.024 -0.483 0.01
H -3.274 -0.958 -1.696 0.09
O -0.670 -2.060 -0.715 0.00
H -0.519 -2.038 -1.645 0.09
H -1.598 -1.792 -0.662 0.03
O -0.912 2.813 1.058 -0.10
H -0.263 2.928 1.822 0.06
H -1.075 1.846 0.922 -0.10
O 1.822 -1.922 0.591 -0.07
H 2.503 -1.870 -0.108 0.06
H 2.393 -1.925 1.384 0.12
O 2.516 -0.667 -3.793 -0.05
H 2.569 0.130 -3.260 -0.02
H 1.976 -0.379 -4.513 0.04

Entry 10:
28
Properties=species:S:1:pos:R:3:lowdin_charge:R:1 method="wB97M-V/def2-TZVPD" charge=-1 e_tot_ha=-2850.23681 homo_ev=-4.32
Cl 0.985 -2.078 0.796 0.53
C 2.532 -1.924 -0.100 -0.62
C 3.485 -0.952 0.589 -0.37
C 3.384 0.545 0.182 -0.32
Ga 1.690 1.245 -0.762 0.34
C 0.129 1.603 0.543 -0.28
O -1.097 1.927 -0.205 -0.17
C -2.047 0.967 -0.156 -0.33
C -3.283 1.277 0.416 -0.02
C -4.295 0.323 0.436 -0.11
C -4.094 -0.949 -0.095 -0.13
C -2.859 -1.255 -0.661 -0.09
C -1.844 -0.303 -0.693 -0.03
H 2.330 -1.654 -1.129 0.03
H 2.964 -2.922 -0.093 0.05
H 3.318 -1.057 1.656 0.07
H 4.489 -1.311 0.351 0.08
H 4.204 0.756 -0.500 0.02
H 3.531 1.138 1.083 0.02
H 1.199 0.282 -1.972 -0.08
H 2.099 2.661 -1.445 -0.10
H 0.361 2.511 1.095 0.03
H -0.058 0.788 1.238 0.03
H -3.416 2.265 0.822 0.11
H -5.250 0.564 0.883 0.09
H -4.892 -1.675 -0.068 0.08
H -2.678 -2.233 -1.080 0.09
H -0.887 -0.542 -1.131 0.06

Entry 11:
19
Properties=species:S:1:pos:R:3:lowdin_charge:R:1 method="wB97M-V/def2-TZVPD" charge=+1 e_tot_ha=-290.19892 relative_energy_kj_mol=322.91 homo_ev=-15.50 smiles=CC1(C)[N@H+]2C[C@]21C
C 1.881 -0.499 0.751 0.02
C 0.715 0.018 -0.057 -0.42
C 1.106 1.270 -0.741 0.00
N -0.168 -0.803 -0.952 0.10
C -0.928 -1.639 0.020 0.04
C -0.749 -0.151 0.256 -0.17
C -2.072 0.867 0.540 0.08
H 2.824 -0.245 0.337 0.09
H 1.649 -1.583 0.800 0.10
H 1.965 -0.171 1.764 0.10
H 1.621 1.732 0.082 0.11
H 0.188 1.733 -1.115 0.10
H 1.773 0.980 -1.554 0.12
H -0.384 -0.435 -1.913 0.22
H -0.470 -2.515 0.514 0.13
H -2.057 -1.767 -0.358 0.18
H -2.482 1.113 -0.396 0.06
H -1.584 1.720 0.864 0.05
H -2.828 0.375 1.155 0.09

Entry 12:
43
Properties=species:S:1:pos:R:3:lowdin_charge:R:1 method="wB97M-V/def2-TZVPD" charge=-1 e_tot_ha=-1233.83726 homo_ev=-1.58
C 0.571 -2.719 -2.680 -0.07
C 1.494 -1.734 -2.624 -0.19
C 1.337 -0.389 -1.933 -0.33
C 2.197 0.691 -2.600 -0.31
C 2.401 1.881 -1.704 -0.29
C 1.227 2.840 -1.374 -0.75
O 1.354 3.865 -0.775 -0.02
Cl -0.439 2.435 -1.966 0.60
H 0.305 -3.203 -3.617 0.02
H 0.001 -2.989 -1.795 0.01
H 2.457 -1.852 -3.121 0.07
H 1.595 -0.463 -0.864 0.09
H 0.259 -0.192 -1.983 0.05
H 1.629 1.044 -3.475 0.02
H 3.129 2.550 -2.174 0.10
H 2.827 1.615 -0.731 0.09
C -0.601 -3.936 2.090 -0.10
C 0.615 -3.173 1.591 -0.32
O 0.301 -2.293 0.530 -0.08
H -1.052 -4.500 1.272 0.07
H -0.331 -4.630 2.889 0.07
H -1.356 -3.247 2.476 0.07
H 1.361 -3.861 1.193 0.11
H 1.075 -2.619 2.420 0.11
H -0.348 -1.649 0.834 0.08
C -4.426 0.698 -1.184 -0.09
C -3.522 -0.306 -0.492 -0.33
O -2.220 0.208 -0.279 -0.11
H -3.989 1.000 -2.136 0.08
H -5.416 0.275 -1.368 0.07
H -4.545 1.596 -0.573 0.07
H -3.390 -1.194 -1.110 0.11
H -3.969 -0.620 0.461 0.10
H -2.278 0.997 0.267 0.07
C 0.592 2.266 3.156 -0.09
C 1.832 3.075 2.808 -0.33
O 2.492 2.571 1.665 -0.08
H 0.858 1.222 3.325 0.07
H 0.105 2.656 4.053 0.07
H -0.124 2.299 2.332 0.07
H 2.556 3.033 3.624 0.11
H 1.556 4.125 2.649 0.11
H 1.880 2.628 0.923 0.03